Entry from the OMol25 dataset: BH62NiO29 as an isolated structure at a distorted geometry (ωB97M-V with the def2-TZVPD basis set).

The geometry in XYZ format:
```
93
Properties=species:S:1:pos:R:3:mulliken_spin:R:1
Ni 1.5967 -9.2893 28.7087 1.85
B 1.9288 -8.2776 26.8719 0.02
H 1.9517 -7.6782 25.9749 0.00
H 0.9412 -8.1965 27.2987 0.02
H 2.1036 -9.3301 26.7108 0.00
H 2.5984 -7.8884 27.6232 0.01
O 1.3255 -4.7795 23.2995 0.00
H 1.0778 -5.2657 22.5130 0.00
H 0.6378 -4.9827 23.9336 0.00
O -0.2004 -8.2542 29.3208 0.03
H -0.9084 -7.9403 28.7583 0.00
H -0.2975 -7.7536 30.1308 0.00
O 0.6216 -2.7236 25.8831 0.00
H 1.0572 -3.5520 26.0839 0.00
H 0.2464 -2.4414 26.7172 0.00
O -0.1767 -4.7391 28.3916 0.00
H -0.3497 -4.4859 29.2984 0.00
H -0.9265 -5.2813 28.1466 0.00
O -1.6861 -7.1707 27.0996 0.00
H -2.6048 -7.4032 26.9649 0.00
H -1.2450 -7.4632 26.3020 0.00
O 1.2649 -10.3096 30.6620 0.02
H 1.1457 -9.7351 31.4184 0.00
H 0.8482 -11.1325 30.9176 0.00
O 5.4061 -8.8026 29.5737 0.00
H 5.3625 -9.0253 30.5036 0.00
H 6.3382 -8.8452 29.3602 0.00
O -0.1173 -7.6487 24.7848 0.00
H -0.3388 -8.5264 24.4734 0.00
H 0.5227 -7.7956 25.4812 0.00
O 0.1773 -10.9548 28.1851 0.03
H 0.4201 -11.8435 28.4449 0.00
H -0.6225 -11.0652 27.6709 0.00
O 2.8671 -12.8509 29.3296 0.00
H 2.8879 -13.5654 29.9662 0.00
H 3.0860 -12.0700 29.8381 0.00
O 4.0797 -5.9070 23.8304 0.00
H 3.5750 -5.3230 24.3966 0.00
H 3.6573 -6.7603 23.9283 0.00
O -1.8087 -7.3586 21.9610 0.00
H -1.5515 -7.7481 22.7967 0.00
H -2.2973 -8.0499 21.5143 0.00
O 2.5181 -7.6359 30.0002 0.02
H 2.1152 -7.0250 30.6172 0.00
H 3.3697 -7.2477 29.7995 0.00
O 2.4719 -13.3560 25.1598 0.00
H 3.1402 -12.9014 25.6726 0.00
H 2.9675 -13.9212 24.5671 0.00
O -0.2373 -13.9967 25.0142 0.00
H 0.6606 -13.7230 24.8266 0.00
H -0.6654 -13.2062 25.3430 0.00
O 1.9050 -5.1750 26.7953 0.00
H 1.2180 -5.0662 27.4529 0.00
H 1.7890 -6.0687 26.4727 0.00
O 2.3167 -8.1709 22.2950 0.00
H 1.5644 -7.5793 22.3079 0.00
H 2.7346 -8.0093 21.4492 0.00
O -1.8483 -12.1466 26.4367 0.00
H -2.2854 -11.5463 27.0406 0.00
H -1.8833 -12.9965 26.8758 0.00
O 1.6658 -10.8615 22.4089 0.00
H 2.0975 -10.0073 22.4204 0.00
H 0.8880 -10.7447 22.9543 0.00
O -0.5778 -6.3738 31.5864 0.00
H -0.1124 -6.8612 32.2663 0.00
H -0.7901 -5.5348 31.9953 0.00
O 0.9958 -14.1931 27.6490 0.00
H 1.7838 -13.8270 28.0505 0.00
H 1.0826 -13.9865 26.7183 0.00
O 3.4559 -10.1957 28.5288 0.04
H 4.2912 -10.0228 28.9631 0.00
H 3.6952 -10.6458 27.7186 0.00
O 3.3742 -4.8118 30.3509 0.00
H 3.4137 -4.6574 29.4070 0.00
H 2.9578 -4.0262 30.7053 0.00
O -0.1637 -10.1408 24.0974 0.00
H 0.2654 -10.7417 24.7065 0.00
H -1.0648 -10.4586 24.0415 0.00
O 4.1791 -11.1423 25.9574 0.00
H 4.8328 -11.5496 25.3892 0.00
H 3.7421 -10.4998 25.3983 0.00
O 7.6068 -6.4344 26.9741 0.00
H 7.5737 -7.2323 26.4463 0.00
H 6.7872 -6.4396 27.4687 0.00
O -3.4802 -10.0580 27.8821 0.00
H -4.2310 -10.5817 27.6023 0.00
H -3.6278 -9.9064 28.8156 0.00
O 4.9318 -7.2100 27.5819 0.00
H 4.1259 -7.4753 27.1389 -0.01
H 5.0562 -7.8665 28.2672 0.00
O 5.1992 -4.5299 27.4612 0.00
H 5.3062 -5.4809 27.4840 0.00
H 4.7717 -4.3566 26.6225 0.00
```

Its LUMO energy (alpha / beta) is -3.570 / -3.740 eV. The expectation value of S² is 2.003. The multiplicity is 3. For the largest force on an atom, the calculation gives 4.20 eV Å⁻¹. The charge is +1. The calculated total energy is -3752.01528 Eh. For the gap between HOMO and LUMO (alpha / beta), the calculation gives 8.497 / 8.327 eV. The highest occupied orbital energy (alpha / beta) is -0.443 / -0.443 Eh.

---

Entry from the OMol25 dataset: Ba8O24P6 as an isolated structure at a distorted geometry (ωB97M-V with the def2-TZVPD basis set).

The geometry in XYZ format:
```
38
Properties=species:S:1:pos:R:3:lowdin_charge:R:1
Ba -0.8811 -0.7592 -3.4171 1.97
Ba -0.0993 1.3108 3.2157 1.95
Ba 3.1461 -1.3085 -1.7058 2.03
Ba -2.4536 -2.4988 0.0216 2.04
Ba 1.2144 -2.6190 2.2722 1.96
Ba -3.5986 1.7095 1.1540 1.96
Ba 2.8748 2.7258 -0.1728 1.96
Ba -0.3688 0.8254 -0.1455 1.87
P -1.6660 -1.5474 2.9590 -0.16
O -2.0296 0.0060 3.2469 -0.79
O -0.7703 -1.9838 4.1241 -0.52
O -0.7884 -1.5043 1.6545 -1.00
O -2.9204 -2.3498 2.5827 -0.55
P 0.5256 -3.1462 -1.4033 -0.17
O 1.7594 -3.5731 -0.4276 -0.66
O 1.3108 -2.8592 -2.6752 -0.63
O -0.1766 -1.7555 -1.1593 -0.92
O -0.4877 -4.3124 -1.2288 -0.50
P -0.7985 3.6897 1.2931 -0.26
O -0.8215 5.0082 1.9568 -0.35
O -1.7087 3.4963 0.0204 -0.57
O -1.5313 2.7699 2.3559 -0.99
O 0.4877 2.9678 1.0882 -0.81
P 2.0513 1.2486 -3.1352 -0.13
O 2.7293 2.6345 -2.8233 -0.62
O 1.4718 0.7535 -1.7476 -0.96
O 3.0925 0.1179 -3.6043 -0.71
O 0.8588 1.3319 -4.0461 -0.51
P -3.4555 -0.1194 -1.7257 -0.27
O -2.8366 -0.0754 -0.2843 -1.11
O -4.7329 0.6596 -1.4594 -0.46
O -3.5366 -1.5233 -2.2312 -0.55
O -2.4355 0.8333 -2.4489 -0.69
P 3.3679 -0.0059 1.6066 -0.26
O 3.4186 -1.1242 2.6538 -0.58
O 3.8750 1.3949 1.9059 -0.58
O 1.8126 0.1385 1.3052 -0.79
O 4.1007 -0.5569 0.4250 -0.65
```

The relative energy (zero: lowest compared OMol25 entry of this formula, charge and spin) is 179.2 kJ/mol. Its LUMO energy is 3.084 eV. For the largest force on an atom, the calculation gives 5.87 eV Å⁻¹. The charge is -2. The calculated total energy is -4059.79222 Eh. For the gap between HOMO and LUMO, the calculation gives 6.431 eV. The highest occupied orbital energy is -0.123 Eh.

---

Entry from the OMol25 dataset: BaCl8O32Pb as an isolated structure at a distorted geometry (ωB97M-V with the def2-TZVPD basis set).

The geometry in XYZ format:
```
42
Properties=species:S:1:pos:R:3:lowdin_charge:R:1
Ba -0.0162 0.2944 -0.2308 1.84
Pb 2.3235 -3.1532 2.4332 1.78
Cl -0.9375 -2.8690 3.0143 0.63
O -0.0670 -2.2986 4.0086 -0.42
O -0.6766 -2.2096 1.8573 -0.40
O -0.4508 -4.2191 2.8263 -0.44
O -2.5029 -2.8455 3.2522 -0.30
Cl -2.4248 3.2678 -1.5453 0.63
O -2.3696 4.3448 -0.5909 -0.39
O -3.1021 2.1166 -1.0081 -0.37
O -2.9328 3.9449 -2.8122 -0.40
O -1.1015 2.8827 -1.5502 -0.45
Cl 3.5085 0.5802 2.5970 0.65
O 4.3188 1.7650 2.5397 -0.28
O 4.2384 -0.7686 2.4492 -0.52
O 2.7486 0.6803 3.8027 -0.34
O 2.5056 0.3532 1.6714 -0.45
Cl -0.4207 3.6593 3.2653 0.55
O -1.4779 4.3160 3.9307 -0.39
O 0.7896 4.2190 3.8573 -0.41
O -0.3432 2.3339 3.8029 -0.41
O -0.6367 3.6790 1.9327 -0.30
Cl 1.3359 -3.8610 -1.3269 0.66
O 2.2100 -3.7329 -2.3906 -0.28
O 1.8752 -4.5434 -0.0916 -0.53
O 1.3008 -2.4501 -0.9536 -0.49
O 0.0104 -4.2996 -1.7000 -0.28
Cl -4.5446 -1.2755 -0.0231 0.54
O -5.5489 -0.7303 0.8203 -0.38
O -3.2549 -0.9879 -0.0151 -0.31
O -4.8086 -2.6222 0.3085 -0.43
O -5.2289 -1.2824 -1.3123 -0.40
Cl -0.0719 -0.6710 -4.4385 0.52
O -0.4311 -1.3324 -3.2952 -0.37
O 1.2481 -0.5810 -4.8719 -0.34
O -0.7103 -1.4375 -5.4399 -0.40
O -0.5389 0.6771 -4.4465 -0.35
Cl 3.3156 1.8435 -2.0614 0.63
O 3.8270 1.1692 -0.9327 -0.37
O 1.8487 1.4359 -1.9184 -0.59
O 3.4567 3.1417 -1.9397 -0.28
O 3.7370 1.4660 -3.4743 -0.38
```

The relative energy (zero: lowest compared OMol25 entry of this formula, charge and spin) is 370.4 kJ/mol. Its LUMO energy is 3.440 eV. For the largest force on an atom, the calculation gives 15.67 eV Å⁻¹. The charge is -4. The calculated total energy is -6305.16750 Eh. For the gap between HOMO and LUMO, the calculation gives 2.397 eV. The highest occupied orbital energy is 0.038 Eh.

---

Entry from the OMol25 dataset: BaClO4 as an isolated structure at a distorted geometry (ωB97M-V with the def2-TZVPD basis set).

The geometry in XYZ format:
```
6
Properties=species:S:1:pos:R:3:lowdin_charge:R:1
Ba 3.5019 -0.4742 -0.5393 1.96
Cl -0.6790 0.0125 0.1213 0.72
O 0.8361 -0.3040 -0.0316 -0.71
O -1.4613 0.0820 -1.1615 -0.33
O -1.5139 -0.6925 1.0297 -0.28
O -0.6837 1.3762 0.5814 -0.35
```

The relative energy (zero: lowest compared OMol25 entry of this formula, charge and spin) is 10.1 kJ/mol. Its LUMO energy is -6.408 eV. For the largest force on an atom, the calculation gives 7.57 eV Å⁻¹. The charge is +1. The calculated total energy is -786.07021 Eh. For the gap between HOMO and LUMO, the calculation gives 5.843 eV. The highest occupied orbital energy is -0.450 Eh.

---

Entry from the OMol25 dataset: BaF36P6 as an isolated structure at a distorted geometry (ωB97M-V with the def2-TZVPD basis set).

The geometry in XYZ format:
```
43
Properties=species:S:1:pos:R:3:mulliken_spin:R:1
Ba -0.0720 -0.0088 -0.0629 0.00
P -1.5735 2.5707 -2.0950 0.00
F -0.8726 2.7224 -0.6157 0.00
F -2.6290 1.5033 -1.2625 0.00
F -2.4673 3.8210 -1.6254 0.00
F -2.4116 2.4892 -3.5123 0.00
F -0.5697 3.6732 -2.8216 0.00
F -0.4986 1.3521 -2.3506 0.00
P 2.6060 -1.2563 -2.5560 0.00
F 2.3449 -2.8309 -2.1621 0.00
F 1.0059 -1.1141 -3.0594 0.00
F 2.1348 -0.6845 -1.0868 0.00
F 2.9233 0.3458 -2.8279 0.00
F 4.1824 -1.4250 -2.0565 0.00
F 3.0657 -1.5990 -4.1027 0.00
P -2.5879 -2.1781 -1.4891 0.00
F -2.9039 -3.5968 -0.7304 0.00
F -0.9664 -2.3864 -1.2710 0.00
F -2.5715 -2.9712 -2.9105 0.00
F -2.1346 -0.8536 -2.3809 0.00
F -4.1592 -1.9907 -1.6271 0.00
F -2.4124 -1.2354 -0.1428 0.00
P 3.1493 2.2802 1.1329 0.00
F 3.4469 3.3459 -0.0869 0.00
F 1.7953 1.6545 0.3680 0.00
F 4.0075 1.1757 0.3094 0.00
F 2.9677 1.1695 2.3287 0.00
F 4.4791 2.8924 1.8174 0.00
F 2.2607 3.4258 1.8306 0.00
P -2.1421 1.4050 2.8594 -0.01
F -3.2131 2.6325 2.5875 0.01
F -3.1566 0.5715 3.8903 0.00
F -2.8213 0.4390 1.7650 0.03
F -0.9290 0.3299 3.2635 0.49
F -1.2578 2.0288 1.6857 -0.01
F -1.3666 2.1189 4.1125 0.23
P 0.5329 -2.8276 2.1557 -0.01
F 0.6562 -2.5968 0.5345 0.05
F -0.6911 -1.8868 1.9496 0.16
F -0.4264 -4.1789 1.8402 0.03
F 0.0899 -3.0055 3.7235 0.01
F 1.8126 -3.8630 2.2980 0.00
F 1.3731 -1.4578 2.3837 0.01
```

Its LUMO energy (alpha / beta) is 6.262 / -1.726 eV. The expectation value of S² is 0.755. The multiplicity is 2. For the largest force on an atom, the calculation gives 5.47 eV Å⁻¹. The charge is -3. The calculated total energy is -5670.16916 Eh. For the gap between HOMO and LUMO (alpha / beta), the calculation gives 11.042 / 3.054 eV. The highest occupied orbital energy (alpha / beta) is -0.176 / -0.176 Eh.

---

Entry from the OMol25 dataset: BeCl3 as an isolated structure at a distorted geometry (ωB97M-V with the def2-TZVPD basis set).

The geometry in XYZ format:
```
4
Properties=species:S:1:pos:R:3:nbo_charge:R:1
Be 3.4145 2.3911 4.0930 1.30
Cl 1.6059 2.8218 2.1757 -0.79
Cl 1.6357 1.3723 5.8554 -0.75
Cl 5.4525 2.9326 2.2301 -0.76
```

The relative energy (zero: lowest compared OMol25 entry of this formula, charge and spin) is 288.9 kJ/mol. Its LUMO energy is 1.104 eV. For the largest force on an atom, the calculation gives 3.31 eV Å⁻¹. The charge is -1. The calculated total energy is -1395.41323 Eh. For the gap between HOMO and LUMO, the calculation gives 6.927 eV. The highest occupied orbital energy is -0.214 Eh.

---

Entry from the OMol25 dataset: BeHO2S as an isolated structure at a distorted geometry (ωB97M-V with the def2-TZVPD basis set).

The geometry in XYZ format:
```
5
Properties=species:S:1:pos:R:3:nbo_charge:R:1
S 1.3433 0.5694 -0.0381 1.76
O -0.1772 0.6084 0.0058 -1.10
Be -1.0267 -0.5647 0.2278 1.45
O 1.7779 -0.7466 0.4464 -0.68
H -1.9173 0.1334 -0.6419 -0.43
```

Its LUMO energy (alpha / beta) is -8.642 / -8.643 eV. For the largest force on an atom, the calculation gives 4.72 eV Å⁻¹. The charge is +1. The calculated total energy is -563.62947 Eh. For the gap between HOMO and LUMO (alpha / beta), the calculation gives 6.699 / 6.698 eV. The highest occupied orbital energy (alpha / beta) is -0.564 / -0.564 Eh.

---

Entry from the OMol25 dataset: a 2-piece molecular cluster, Br2ClOPS2 overall at a distorted geometry (ωB97M-V with the def2-TZVPD basis set).

The geometry in XYZ format:
```
7
Properties=species:S:1:pos:R:3:nbo_charge:R:1
O -2.4793 0.2648 -0.0529 -0.96
P -1.0320 0.1297 -0.0400 1.45
S -0.4454 -1.7511 0.9985 -0.05
S -0.1430 1.6794 1.3028 -0.07
Cl 0.6064 -0.5938 -3.1770 -0.47
Br 1.6450 -1.7244 0.4376 0.05
Br 1.8483 1.9955 0.5310 0.05
```

The relative energy (zero: lowest compared OMol25 entry of this formula, charge and spin) is 398.6 kJ/mol. Its LUMO energy (alpha / beta) is -4.646 / -4.648 eV. For the largest force on an atom, the calculation gives 2.00 eV Å⁻¹. The charge is 0. The calculated total energy is -6821.10855 Eh. For the gap between HOMO and LUMO (alpha / beta), the calculation gives 5.010 / 5.004 eV. The highest occupied orbital energy (alpha / beta) is -0.355 / -0.355 Eh.

---

Entry from the OMol25 dataset: Br2Co as an isolated structure at a distorted geometry (ωB97M-V with the def2-TZVPD basis set).

The geometry in XYZ format:
```
3
Properties=species:S:1:pos:R:3:mulliken_spin:R:1
Co 2.7339 1.5209 5.5088 1.96
Br 0.9323 1.9874 4.7366 0.08
Br 1.8947 1.3345 1.0826 0.96
```

Its LUMO energy (alpha / beta) is -1.273 / -3.226 eV. The expectation value of S² is 3.787. The multiplicity is 4. For the largest force on an atom, the calculation gives 4.41 eV Å⁻¹. The charge is 0. The calculated total energy is -6530.69831 Eh. For the gap between HOMO and LUMO (alpha / beta), the calculation gives 8.435 / 5.647 eV. The highest occupied orbital energy (alpha / beta) is -0.357 / -0.326 Eh.

---

Entry from the OMol25 dataset: Br2H2O2Si as an isolated structure at a distorted geometry (ωB97M-V with the def2-TZVPD basis set).

The geometry in XYZ format:
```
7
Properties=species:S:1:pos:R:3:nbo_charge:R:1
O -0.0482 -0.6847 1.4955 -1.12
O -1.2128 0.6473 -0.5881 -1.12
Si 0.0979 -0.1561 -0.0823 1.81
Br 1.8150 1.2411 -0.2312 -0.33
Br 0.3580 -1.9283 -1.4218 -0.32
H 0.4034 0.1085 2.3876 0.54
H -1.4133 0.7722 -1.5597 0.53
```

The relative energy (zero: lowest compared OMol25 entry of this formula, charge and spin) is 138.9 kJ/mol. Its LUMO energy is -0.251 eV. For the largest force on an atom, the calculation gives 6.30 eV Å⁻¹. The charge is 0. The calculated total energy is -5589.35229 Eh. For the gap between HOMO and LUMO, the calculation gives 10.469 eV. The highest occupied orbital energy is -0.394 Eh.

---

- Number 5 is which compound?
  BaF36P6

---

- Which formula does entry 5 have?
  BaF36P6